Molecular formula: C5H11N
Method: DFT, ωB97M-V with the def2-TZVPD basis set

Properties
HOMO-LUMO gap ... 9.733 eV
Multiplicity ... 1
ΔE to the lowest compared entry with this formula, charge and spin ... 265.7 kJ/mol
SMILES string ... C=CC.C=CN
E ... -251.76132 Eh

CARTESIAN COORDINATES (ANGSTROEM)
C1 -2.79 -0.92 0.56
C2 -2.96 0.14 -0.22
C3 -2.75 1.62 0.10
H1 -3.45 -1.76 0.78
H2 -2.22 -0.71 1.46
H3 -3.33 0.08 -1.25
H4 -3.67 2.19 0.10
H5 -2.21 2.00 -0.78
H6 -2.04 1.73 0.93
C4 2.14 -0.09 -0.65
C5 3.04 -0.56 0.21
N1 4.37 -0.98 -0.06
H7 2.42 0.23 -1.64
H8 1.31 0.35 -0.11
H9 2.97 -0.42 1.29
H10 4.66 -1.86 0.33
H11 4.51 -1.04 -1.07

Results of the Mulliken charge analysis, in e, for atoms 1 through 6: -0.61, -0.04, -0.94, 0.27, 0.18, 0.27

Molecular formula: C5H11N
Method: DFT, ωB97M-V with the def2-TZVPD basis set

Properties
HOMO-LUMO gap ... 10.341 eV
Multiplicity ... 1
ΔE to the lowest compared entry with this formula, charge and spin ... 114.4 kJ/mol
SMILES string ... CCN1C[C@H]1C
E ... -251.81894 Eh

CARTESIAN COORDINATES (ANGSTROEM)
C1 2.18 0.03 0.17
C2 1.14 0.49 -0.87
N1 -0.11 -0.24 -0.74
C3 -1.32 0.54 -0.96
C4 -0.93 0.10 0.41
C5 -1.63 -1.03 1.11
H1 2.76 0.88 0.53
H2 1.68 -0.42 1.04
H3 2.87 -0.71 -0.23
H4 0.98 1.57 -0.77
H5 1.52 0.32 -1.88
H6 -1.19 1.60 -1.20
H7 -2.13 0.05 -1.48
H8 -0.53 0.89 1.06
H9 -2.46 -0.65 1.73
H10 -0.94 -1.58 1.76
H11 -2.04 -1.73 0.38

Results of the Mulliken charge analysis, in e, for atoms 1 through 6: -0.95, -0.39, -0.38, -0.61, 0.37, -1.32

Molecular formula: C5H11N
Method: DFT, ωB97M-V with the def2-TZVPD basis set

Properties
HOMO-LUMO gap ... 10.029 eV
Multiplicity ... 1
ΔE to the lowest compared entry with this formula, charge and spin ... 237.0 kJ/mol
SMILES string ... CC[C@H]1CN1C
E ... -251.77225 Eh

CARTESIAN COORDINATES (ANGSTROEM)
C1 -1.99 -0.81 1.31
C2 -1.24 -0.87 -0.04
C3 -0.16 0.18 -0.20
C4 1.12 -0.07 0.47
N1 1.20 -0.05 -0.97
C5 1.81 1.27 -1.33
H1 -1.31 -0.88 2.17
H2 -2.57 0.12 1.42
H3 -2.70 -1.65 1.40
H4 -0.77 -1.86 -0.13
H5 -1.98 -0.78 -0.84
H6 -0.32 0.99 -0.87
H7 1.20 -1.09 0.82
H8 1.69 0.66 1.04
H9 1.74 1.50 -2.40
H10 2.87 1.21 -1.07
H11 1.39 2.13 -0.78

Results of the Mulliken charge analysis, in e, for atoms 1 through 6: -1.07, -0.63, -0.11, -0.38, -0.45, -0.96

Molecular formula: C5H11N
Method: DFT, ωB97M-V with the def2-TZVPD basis set

Properties
HOMO-LUMO gap ... 8.522 eV
Multiplicity ... 1
ΔE to the lowest compared entry with this formula, charge and spin ... 245.0 kJ/mol
SMILES string ... CC/C=C/NC
E ... -251.76920 Eh

CARTESIAN COORDINATES (ANGSTROEM)
C1 -1.94 0.27 -1.57
C2 -1.69 1.20 -0.36
C3 -0.24 1.15 0.13
C4 0.25 -0.01 0.64
N1 1.60 -0.38 0.72
C5 1.98 -1.88 0.67
H1 -2.05 -0.85 -1.31
H2 -1.03 0.40 -2.05
H3 -2.72 0.46 -2.23
H4 -1.87 2.21 -0.75
H5 -2.24 0.85 0.52
H6 0.41 2.06 0.23
H7 -0.45 -0.88 0.77
H8 2.20 0.29 0.45
H9 1.69 -2.20 1.79
H10 1.66 -2.35 -0.25
H11 3.08 -1.71 0.70

Results of the Mulliken charge analysis, in e, for atoms 1 through 6: -1.11, -0.46, -0.36, -0.08, -0.31, -0.86

Molecular formula: C5H11N
Method: DFT, ωB97M-V with the def2-TZVPD basis set

Properties
HOMO-LUMO gap ... 9.606 eV
Multiplicity ... 1
ΔE to the lowest compared entry with this formula, charge and spin ... 254.9 kJ/mol
SMILES string ... C/C=C/NCC
E ... -251.76546 Eh

CARTESIAN COORDINATES (ANGSTROEM)
C1 2.79 -0.18 1.29
C2 1.30 -0.46 1.07
C3 0.33 0.40 0.78
N1 -1.01 0.03 0.42
C4 -1.06 -0.17 -1.06
C5 -2.53 0.33 -1.52
H1 3.13 0.92 1.45
H2 3.20 -0.76 2.13
H3 3.30 -0.29 0.40
H4 1.09 -1.51 1.08
H5 0.47 1.50 0.71
H6 -1.59 -0.46 1.07
H7 -0.69 -1.14 -1.26
H8 -0.41 0.58 -1.56
H9 -3.30 0.03 -1.02
H10 -2.65 -0.13 -2.42
H11 -2.38 1.31 -1.55

Results of the Mulliken charge analysis, in e, for atoms 1 through 6: -1.15, -0.05, -0.38, -0.33, -0.32, -1.51

Molecular formula: C5H11N
Method: DFT, ωB97M-V with the def2-TZVPD basis set

Properties
HOMO-LUMO gap ... 7.656 eV
Multiplicity ... 1
ΔE to the lowest compared entry with this formula, charge and spin ... 225.4 kJ/mol
E ... -251.77667 Eh

CARTESIAN COORDINATES (ANGSTROEM)
C1 2.45 0.22 0.25
C2 1.07 -0.42 0.15
C3 -0.02 0.62 -0.11
N1 -1.37 0.02 -0.14
C4 -2.02 -0.04 1.02
C5 -1.78 -0.46 -1.31
H1 2.73 0.74 -0.67
H2 3.21 -0.55 0.44
H3 2.50 0.95 1.07
H4 1.05 -1.16 -0.66
H5 0.82 -0.95 1.07
H6 0.13 1.13 -1.07
H7 -0.02 1.38 0.68
H8 -2.95 -0.60 1.06
H9 -1.71 0.60 1.83
H10 -1.08 -0.56 -2.12
H11 -2.78 -0.87 -1.37

Results of the Mulliken charge analysis, in e, for atoms 1 through 6: -1.17, -0.03, -1.17, 0.22, -0.49, -0.54

Molecular formula: C5H11N
Method: DFT, ωB97M-V with the def2-TZVPD basis set

Properties
HOMO-LUMO gap ... 8.819 eV
Multiplicity ... 1
ΔE to the lowest compared entry with this formula, charge and spin ... 180.4 kJ/mol
SMILES string ... CN1CC1(C)C
E ... -251.79382 Eh

CARTESIAN COORDINATES (ANGSTROEM)
C1 1.99 0.22 -0.79
N1 0.90 0.21 0.11
C2 0.39 0.33 1.41
C3 -0.48 -0.04 0.21
C4 -1.39 0.98 -0.45
C5 -0.99 -1.47 0.11
H1 2.23 -0.78 -1.18
H2 1.78 0.88 -1.65
H3 2.88 0.62 -0.29
H4 0.29 1.33 1.86
H5 0.61 -0.46 2.14
H6 -2.40 0.99 -0.03
H7 -1.47 0.74 -1.52
H8 -0.95 1.98 -0.38
H9 -1.94 -1.57 0.64
H10 -1.16 -1.75 -0.93
H11 -0.28 -2.18 0.54

Results of the Mulliken charge analysis, in e, for atoms 1 through 6: -0.79, -0.06, -0.65, 1.05, -1.48, -1.47

Molecular formula: C5H11N
Method: DFT, ωB97M-V with the def2-TZVPD basis set

Properties
HOMO-LUMO gap ... 10.361 eV
Multiplicity ... 1
ΔE to the lowest compared entry with this formula, charge and spin ... 283.3 kJ/mol
E ... -251.75464 Eh

CARTESIAN COORDINATES (ANGSTROEM)
C1 -2.27 -0.32 -0.80
C2 -0.82 0.05 -1.08
C3 0.01 -0.27 0.16
C4 0.95 -1.40 0.48
N1 1.39 -0.03 0.31
C5 1.73 0.78 1.43
H1 -2.36 -1.39 -0.60
H2 -2.64 0.22 0.08
H3 -2.92 -0.07 -1.65
H4 -0.48 -0.45 -2.00
H5 -0.74 1.13 -1.27
H6 -0.45 0.17 1.27
H7 1.44 -2.08 -0.23
H8 0.82 -1.82 1.48
H9 0.52 0.83 2.03
H10 2.00 1.80 1.11
H11 2.61 0.37 1.97

Results of the Mulliken charge analysis, in e, for atoms 1 through 6: -1.14, -0.41, 0.15, -0.44, -0.21, -0.53

Molecular formula: C5H11N
Method: DFT, ωB97M-V with the def2-TZVPD basis set

Properties
HOMO-LUMO gap ... 9.410 eV
Multiplicity ... 1
ΔE to the lowest compared entry with this formula, charge and spin ... 444.2 kJ/mol
SMILES string ... CN1C=C1.CC
E ... -251.69335 Eh

CARTESIAN COORDINATES (ANGSTROEM)
C1 -2.66 -0.21 -0.16
N1 -1.40 0.54 -0.16
C2 -0.58 0.05 0.97
C3 -1.15 1.17 1.17
H1 -2.55 -1.09 -0.81
H2 -3.47 0.42 -0.53
H3 -2.90 -0.56 0.86
H4 -0.06 -0.85 1.21
H5 -1.55 1.90 1.83
C4 2.53 -0.57 0.36
C5 1.57 0.23 -0.51
H6 2.92 0.05 1.18
H7 2.06 -1.45 0.82
H8 3.38 -0.93 -0.22
H9 2.06 0.95 -1.15
H10 0.93 -0.41 -1.13
H11 0.94 0.85 0.11

Results of the Mulliken charge analysis, in e, for atoms 1 through 6: -0.89, -0.33, -0.59, 0.04, 0.29, 0.28

Molecular formula: C5H11N
Method: DFT, ωB97M-V with the def2-TZVPD basis set

Properties
HOMO-LUMO gap (alpha / beta) ... 12.498 / 7.759 eV
Multiplicity ... 2
ΔE to the lowest compared entry with this formula, charge and spin ... 235.1 kJ/mol
E ... -251.49752 Eh
Charge ... +1

CARTESIAN COORDINATES (ANGSTROEM)
C1 0.31 0.88 -0.84
N1 0.01 -0.51 -0.54
C2 0.58 -1.74 -1.15
C3 -0.06 -0.75 0.94
C4 -0.50 0.60 1.39
C5 -0.46 1.64 0.21
H1 -0.03 1.05 -1.96
H2 1.41 1.26 -0.85
H3 1.69 -1.88 -1.04
H4 0.05 -2.06 -2.07
H5 0.31 -2.60 -0.49
H6 0.96 -1.02 1.33
H7 -0.95 -1.42 1.16
H8 0.07 0.99 2.19
H9 -1.60 0.83 1.73
H10 -1.36 2.11 -0.18
H11 0.11 2.51 0.59

Results of the Mulliken charge analysis, in e, for atoms 1 through 6: -0.44, 0.22, -0.88, -0.40, -0.66, -0.55

Molecular formula: C5H11N
Method: DFT, ωB97M-V with the def2-TZVPD basis set

Properties
HOMO-LUMO gap (alpha / beta) ... 7.112 / 10.099 eV
Multiplicity ... 2
ΔE to the lowest compared entry with this formula, charge and spin ... 501.5 kJ/mol
E ... -251.39605 Eh
Charge ... +1

CARTESIAN COORDINATES (ANGSTROEM)
C1 -0.34 -1.70 1.52
C2 0.55 -0.31 1.67
N1 -0.40 -0.33 -1.86
C3 0.11 0.47 -0.79
C4 1.03 0.23 0.36
C5 -0.61 1.78 -1.07
H1 -0.69 -2.07 2.50
H2 0.06 -2.57 0.99
H3 -1.22 -1.51 0.93
H4 -0.25 0.33 2.09
H5 1.32 -0.42 2.44
H6 0.33 -1.08 -1.97
H7 -0.80 -0.36 -0.73
H8 2.09 0.48 0.29
H9 -1.65 1.52 -1.26
H10 -0.58 2.53 -0.29
H11 -0.19 2.22 -2.00

Results of the Mulliken charge analysis, in e, for atoms 1 through 6: -1.22, -0.40, -0.33, 0.48, -0.59, -0.91

Molecular formula: C5H11N2
Method: DFT, ωB97M-V with the def2-TZVPD basis set

Properties
HOMO-LUMO gap ... 9.336 eV
Multiplicity ... 1
ΔE to the lowest compared entry with this formula, charge and spin ... 535.0 kJ/mol
E ... -306.17971 Eh
Charge ... +1

CARTESIAN COORDINATES (ANGSTROEM)
C1 -1.89 -0.53 0.20
C2 -2.90 -0.76 -0.61
C3 -0.85 -0.31 1.19
C4 1.94 -0.94 0.30
C5 0.25 1.63 -0.01
N1 0.88 -0.58 -0.69
N2 -0.12 0.20 -0.07
H1 -3.07 -0.30 -1.63
H2 -3.63 -1.49 -0.45
H3 -1.12 0.43 1.83
H4 -0.39 -1.29 1.68
H5 2.81 -1.01 -0.33
H6 2.34 -0.14 0.95
H7 1.69 -1.85 0.88
H8 1.19 1.79 0.61
H9 0.41 2.09 -1.04
H10 -0.53 2.32 0.45
H11 0.69 -1.43 -1.24

Results of the Mulliken charge analysis, in e, for atoms 1 through 6: 0.57, -0.77, -0.45, -0.93, -0.79, -0.47

Molecular formula: C5H11N2
Method: DFT, ωB97M-V with the def2-TZVPD basis set

Properties
HOMO-LUMO gap ... 10.406 eV
Multiplicity ... 1
ΔE to the lowest compared entry with this formula, charge and spin ... 323.4 kJ/mol
SMILES string ... [H]/N=C1\C[C@H]1C[NH2+]C
E ... -306.26029 Eh
Charge ... +1

CARTESIAN COORDINATES (ANGSTROEM)
H1 1.85 -2.54 0.00
N1 1.58 -1.83 0.63
C1 1.76 -0.69 0.15
C2 2.08 0.37 -0.76
C3 1.36 0.68 0.51
C4 -0.19 0.93 0.57
N2 -1.11 -0.16 0.56
C5 -1.89 -0.31 -0.65
H2 1.50 0.52 -1.70
H3 3.15 0.70 -0.88
H4 1.71 1.45 1.11
H5 -0.29 1.48 1.54
H6 -0.44 1.76 -0.10
H7 -0.56 -1.09 0.67
H8 -1.58 -0.18 1.52
H9 -2.34 0.52 -1.06
H10 -2.83 -0.82 -0.28
H11 -1.36 -0.85 -1.33

Results of the Mulliken charge analysis, in e, for atoms 1 through 6: 0.26, -0.66, 0.38, -0.56, -0.21, -0.86

Molecular formula: C5H11N2
Method: DFT, ωB97M-V with the def2-TZVPD basis set

Properties
HOMO-LUMO gap ... 8.415 eV
Multiplicity ... 1
ΔE to the lowest compared entry with this formula, charge and spin ... 477.8 kJ/mol
E ... -306.20149 Eh
Charge ... +1

CARTESIAN COORDINATES (ANGSTROEM)
C1 -2.33 -0.01 0.06
C2 -2.29 -0.09 1.41
C3 -2.38 -0.04 -1.25
C4 1.53 1.96 0.35
C5 1.49 -1.55 -0.39
N1 1.88 0.73 -0.07
N2 1.10 -0.30 0.14
H1 -2.74 -0.98 1.79
H2 0.32 -0.26 0.86
H3 -1.61 -0.33 -1.94
H4 -3.27 0.32 -1.71
H5 2.30 2.77 0.03
H6 0.82 2.22 1.02
H7 -2.13 0.71 2.12
H8 1.85 -2.31 0.32
H9 0.62 -1.95 -0.87
H10 2.43 -1.47 -0.96
H11 2.42 0.58 -0.91

Results of the Mulliken charge analysis, in e, for atoms 1 through 6: 0.51, -0.83, -0.72, -0.25, -0.84, 0.00

Molecular formula: C5H11N2
Method: DFT, ωB97M-V with the def2-TZVPD basis set

Properties
HOMO-LUMO gap ... 9.084 eV
Multiplicity ... 1
ΔE to the lowest compared entry with this formula, charge and spin ... 341.2 kJ/mol
E ... -306.25352 Eh
Charge ... +1

CARTESIAN COORDINATES (ANGSTROEM)
C1 2.35 -0.59 0.30
C2 1.24 -1.23 0.07
C3 -0.98 -0.06 -0.65
C4 -0.13 1.11 1.43
C5 -0.59 -0.05 0.71
N1 -1.71 -1.14 -1.18
N2 -0.66 0.96 -1.50
H1 3.32 -0.81 0.12
H2 2.29 0.48 0.89
H3 0.70 -2.15 -0.15
H4 0.81 1.57 0.89
H5 0.26 0.76 2.36
H6 -0.80 1.92 1.53
H7 -0.95 -0.83 1.26
H8 -2.17 -1.62 -0.46
H9 -2.46 -0.71 -1.84
H10 -0.08 1.78 -1.29
H11 -0.42 0.59 -2.48

Results of the Mulliken charge analysis, in e, for atoms 1 through 6: -0.66, 0.14, 0.55, -1.44, -0.07, -0.56

Molecular formula: C5H11N2
Method: DFT, ωB97M-V with the def2-TZVPD basis set

Properties
HOMO-LUMO gap ... 11.349 eV
Multiplicity ... 1
ΔE to the lowest compared entry with this formula, charge and spin ... 454.5 kJ/mol
SMILES string ... C[NH+](C)[C@@H]1[C@H]2CN21
E ... -306.21036 Eh
Charge ... +1

CARTESIAN COORDINATES (ANGSTROEM)
C1 1.45 1.31 -0.10
N1 0.77 -0.07 -0.30
C2 1.74 -1.08 0.03
C3 -0.47 -0.15 0.39
C4 -1.87 -0.80 -0.37
C5 -2.67 0.26 0.28
N2 -1.43 0.62 -0.35
H1 2.16 1.24 0.64
H2 1.93 1.75 -0.96
H3 0.78 2.13 0.23
H4 0.35 -0.20 -1.16
H5 1.80 -1.25 1.10
H6 1.33 -2.00 -0.20
H7 2.55 -1.05 -0.63
H8 -0.38 -0.15 1.42
H9 -1.88 -1.48 -1.26
H10 -3.63 0.54 -0.07
H11 -2.54 0.39 1.31

Results of the Mulliken charge analysis, in e, for atoms 1 through 6: -0.84, 0.24, -1.10, -0.50, -0.14, -0.23

Molecular formula: C5H11N2O
Method: DFT, ωB97M-V with the def2-TZVPD basis set

Properties
HOMO-LUMO gap ... 6.916 eV
Multiplicity ... 1
ΔE to the lowest compared entry with this formula, charge and spin ... 159.8 kJ/mol
E ... -381.78435 Eh
Charge ... -1

CARTESIAN COORDINATES (ANGSTROEM)
C1 2.18 -1.53 0.87
C2 1.63 -2.57 0.25
C3 0.66 -1.15 2.50
N1 1.89 -1.17 2.20
H1 3.04 -1.03 0.45
H2 0.91 -3.19 0.77
H3 1.88 -2.78 -0.78
H4 0.38 -0.89 3.52
H5 -0.12 -1.19 1.73
C4 -1.08 1.17 -0.07
O1 -0.15 0.32 0.43
C5 -0.82 1.51 -1.54
N2 -1.87 2.37 -2.10
H6 -2.11 0.73 -0.11
H7 -1.14 2.11 0.53
H8 0.13 2.01 -1.75
H9 -0.78 0.53 -2.04
H10 -1.83 2.62 -3.07
H11 -2.80 2.13 -1.80

Results of the Mulliken charge analysis, in e, for atoms 1 through 6: 0.10, -0.68, -0.32, -0.54, 0.33, 0.25

Molecular formula: C5H11N2O
Method: DFT, ωB97M-V with the def2-TZVPD basis set

Properties
HOMO-LUMO gap ... 5.838 eV
Multiplicity ... 1
ΔE to the lowest compared entry with this formula, charge and spin ... 313.2 kJ/mol
E ... -381.72593 Eh
Charge ... -1

CARTESIAN COORDINATES (ANGSTROEM)
C1 -2.37 -1.02 -0.18
O1 -3.50 -0.28 -0.17
C2 -1.15 -0.14 -0.55
C3 -0.66 0.83 0.51
C4 0.84 1.05 0.87
N1 2.66 -0.18 -1.19
C5 2.10 -0.72 0.04
N2 1.53 -0.22 1.10
H1 -2.40 -1.92 -0.83
H2 -2.09 -1.41 0.85
H3 -0.30 -0.81 -0.83
H4 -1.45 0.39 -1.45
H5 -1.10 1.83 0.38
H6 -1.13 0.45 1.44
H7 1.23 1.63 0.02
H8 0.83 1.64 1.79
H9 3.10 0.71 -0.95
H10 2.31 -1.80 0.07
H11 1.54 -0.03 -0.93

Results of the Mulliken charge analysis, in e, for atoms 1 through 6: -0.71, -0.89, -0.22, -0.34, -0.81, -0.67

Molecular formula: C5H11N2O
Method: DFT, ωB97M-V with the def2-TZVPD basis set

Properties
HOMO-LUMO gap ... 10.646 eV
Multiplicity ... 1
ΔE to the lowest compared entry with this formula, charge and spin ... 458.0 kJ/mol
E ... -381.48953 Eh
Charge ... +1

CARTESIAN COORDINATES (ANGSTROEM)
C1 1.17 1.94 0.71
C2 1.59 0.71 0.19
C3 0.40 0.04 -0.17
C4 2.96 0.33 0.01
C5 0.18 -1.90 -0.88
N1 -0.62 0.82 0.16
N2 -3.19 0.81 -0.59
O1 -0.14 1.95 0.63
H1 1.64 2.81 1.00
H2 2.97 -0.78 0.18
H3 3.68 0.86 0.67
H4 3.43 0.41 -0.95
H5 -0.69 -1.73 -1.46
H6 0.23 -2.53 -0.04
H7 1.18 -2.04 -1.41
H8 -1.75 0.79 -0.07
H9 -3.53 0.21 -1.27
H10 -2.86 1.65 -1.01
H11 -3.85 0.98 0.07

Results of the Mulliken charge analysis, in e, for atoms 1 through 6: -0.46, 0.71, -0.10, -1.24, -0.74, 0.12

Molecular formula: C5H11N2O2S
Method: DFT, ωB97M-V with the def2-TZVPD basis set

Properties
HOMO-LUMO gap ... 9.977 eV
Multiplicity ... 1
ΔE to the lowest compared entry with this formula, charge and spin ... 309.2 kJ/mol
E ... -854.91374 Eh
Charge ... +1

CARTESIAN COORDINATES (ANGSTROEM)
C1 0.67 2.07 0.40
C2 -0.26 -1.33 0.52
C3 1.59 3.25 0.34
C4 -1.99 -2.92 1.35
C5 0.07 -0.26 -2.25
N1 0.90 -0.87 0.43
N2 0.30 1.56 -0.70
O1 -1.28 -0.56 -0.01
O2 -0.65 -2.41 1.10
S1 -0.95 0.64 -1.08
H1 0.48 1.77 1.40
H2 1.22 3.98 -0.54
H3 2.58 2.86 0.18
H4 1.58 3.67 1.23
H5 -2.44 -2.90 0.29
H6 -2.59 -2.08 1.94
H7 -1.96 -3.79 1.82
H8 0.56 0.44 -2.90
H9 -0.49 -1.14 -2.53
H10 1.02 -0.56 -1.82
H11 1.63 -1.43 0.86

Results of the Mulliken charge analysis, in e, for atoms 1 through 6: 0.26, 0.90, -1.16, -0.50, -1.00, -0.63